(1)
DFT (ωB97M-V/def2-TZVPD) results for a molecular structure, C53H59FN4SSb2SiZr.

```
122
Properties=species:S:1:pos:R:3:forces:R:3:mulliken_charge:R:1
Zr -0.53770 -0.52460 0.52228 -0.482 -0.382 0.143 -1.44
N 1.14507 0.36587 1.74295 0.229 -0.092 0.371 1.40
C 2.40787 -0.28049 2.11549 0.044 0.025 -0.083 0.72
C 3.47821 0.57381 2.34862 0.001 0.042 -0.024 -0.77
C 4.74233 0.07667 2.60385 -0.004 -0.046 0.005 -0.70
C 4.93098 -1.29736 2.59479 -0.019 0.029 0.014 -1.50
C 3.85392 -2.13905 2.39220 0.018 -0.039 -0.007 -0.88
C 2.55111 -1.66804 2.18601 0.005 -0.010 0.000 0.83
C 1.39492 -2.61046 2.18851 -0.018 0.053 -0.018 0.66
C 1.56831 -3.83745 2.83861 0.014 -0.001 0.028 -0.76
C 0.50809 -4.69106 3.08445 -0.024 -0.001 -0.020 -1.28
C -0.77956 -4.29909 2.75190 0.042 0.045 0.101 -1.29
C -0.96068 -3.08932 2.10933 0.019 -0.009 0.036 -0.06
C 0.10512 -2.24808 1.73183 0.047 -0.082 0.051 1.64
H 1.38722 1.31068 1.44353 -0.115 0.030 -0.041 -0.63
H 0.58065 0.50765 2.59207 0.161 0.036 0.030 -0.49
H 3.31688 1.64581 2.32107 -0.007 -0.008 0.004 0.73
H 5.56522 0.75110 2.79790 0.000 0.005 -0.004 0.47
H 5.91491 -1.71631 2.75624 0.003 -0.004 -0.004 0.41
H 4.04040 -3.20235 2.38174 -0.028 -0.023 0.005 0.46
H 2.53734 -4.12465 3.21733 0.024 0.023 0.008 0.44
H 0.68311 -5.63417 3.58503 0.010 0.006 0.007 0.44
H -1.62987 -4.91687 3.01035 -0.004 0.005 0.000 0.56
H -1.97850 -2.78755 1.90417 0.002 -0.030 -0.032 0.72
C -3.18947 -1.38933 4.17149 0.027 0.012 -0.081 -1.36
Si -2.00187 -0.01547 3.69812 0.043 0.079 0.311 0.82
C -2.48631 1.61489 4.48172 -0.091 -0.014 -0.097 -1.33
C -0.32532 -0.37334 4.45645 -0.012 0.002 -0.100 -1.47
N -1.97745 0.13334 1.89659 0.014 -0.027 -0.743 1.67
C -3.18710 0.53238 1.29935 -0.277 0.217 0.012 1.30
C -4.41323 0.74765 1.95892 0.098 -0.071 0.081 -1.11
C -5.54616 1.18950 1.29538 -0.024 0.007 -0.040 -1.08
C -5.53672 1.44123 -0.07158 0.006 -0.021 0.071 -1.05
C -4.36559 1.21273 -0.77621 -0.030 -0.045 -0.059 -0.52
C -3.27903 0.75951 -0.07016 -0.045 0.143 -0.090 -0.73
F -2.11970 0.46890 -0.82251 -0.242 0.231 0.163 0.30
H -2.65052 -2.21190 4.64452 0.003 -0.007 -0.012 0.48
H -3.73553 -1.79740 3.31894 0.000 0.002 0.002 0.30
H -3.92603 -1.02426 4.89068 0.000 -0.014 0.008 0.52
H -2.68515 1.42864 5.54078 0.017 -0.005 0.007 0.44
H -3.37516 2.08748 4.06575 0.013 0.025 0.041 0.46
H -1.66477 2.33049 4.42307 0.026 -0.029 -0.017 0.29
H -0.55574 -0.59723 5.50292 -0.020 0.029 0.011 0.58
H 0.34245 0.49338 4.49066 -0.005 0.006 0.009 0.37
H 0.20492 -1.23795 4.06362 0.011 -0.022 0.028 0.39
H -4.48345 0.55397 3.01849 -0.029 0.013 -0.009 0.58
H -6.45487 1.33928 1.86269 0.001 -0.001 -0.001 0.49
H -6.42068 1.79922 -0.57902 0.002 -0.003 -0.010 0.49
H -4.28335 1.37591 -1.84298 0.008 0.008 0.006 0.51
C 1.13647 1.71231 -3.59336 -0.006 -0.243 0.088 -1.32
C 1.68818 0.39079 -4.10254 -0.025 0.003 0.024 -0.64
C 0.66331 -0.73529 -4.07740 -0.116 0.176 0.186 -1.21
Sb 0.46289 -1.71071 -2.15685 0.602 -0.400 -0.654 1.70
C 2.55127 -2.04955 -2.01794 -0.070 -0.025 0.034 0.10
C 3.24444 -2.80269 -2.96410 -0.061 -0.004 0.008 -0.92
C 4.62918 -2.85947 -2.92346 0.014 -0.014 -0.013 -0.92
C 5.33234 -2.15854 -1.95008 -0.001 0.000 0.004 -0.94
C 4.65030 -1.40060 -1.01151 0.007 0.012 -0.008 -0.56
C 3.26241 -1.35259 -1.04926 -0.012 0.025 -0.056 1.08
C -0.22605 -3.51931 -3.02949 -0.037 0.141 0.060 0.55
C 0.38335 -4.74804 -2.80689 -0.031 -0.010 0.066 -0.32
C -0.10023 -5.88392 -3.44541 0.017 -0.009 0.029 -0.75
C -1.18679 -5.79304 -4.30304 -0.020 0.019 -0.013 -0.64
C -1.80041 -4.56620 -4.52204 -0.011 -0.022 0.007 -0.68
C -1.32307 -3.43159 -3.88392 0.027 -0.007 0.024 -0.66
Sb 0.56522 1.88743 -1.50514 -0.048 0.664 -0.237 1.32
C -0.87166 3.42790 -1.92505 0.078 -0.135 0.131 0.57
C -1.99197 3.61755 -1.12286 -0.027 -0.008 -0.006 -0.53
C -2.91681 4.61233 -1.41123 0.006 0.003 0.003 -0.61
C -2.72540 5.44194 -2.50605 0.015 -0.001 0.014 -0.85
C -1.60802 5.26805 -3.30950 -0.010 0.002 -0.020 -0.90
C -0.69002 4.26598 -3.02490 0.021 -0.008 -0.021 -0.18
C 2.22438 3.08049 -0.90602 -0.094 -0.140 0.066 0.69
C 3.35816 2.45065 -0.39905 0.019 0.001 -0.047 -0.60
C 4.46801 3.19708 -0.02131 0.002 0.000 0.004 -0.75
C 4.45060 4.57731 -0.15480 -0.001 0.002 -0.004 -0.89
C 3.32628 5.20887 -0.67165 0.002 0.001 -0.011 -0.63
C 2.21442 4.46607 -1.04329 -0.013 0.011 0.041 -0.92
H 0.23393 1.96755 -4.14974 -0.009 0.043 0.011 0.70
H 1.86346 2.51350 -3.72740 -0.017 0.024 0.007 0.55
H 2.59402 0.10544 -3.56219 0.020 -0.007 -0.010 0.21
H 1.99750 0.54018 -5.14159 0.004 0.005 0.001 0.52
H 0.96254 -1.56810 -4.71318 0.009 -0.020 0.008 0.54
H -0.31210 -0.38609 -4.42186 0.002 -0.021 -0.020 0.70
H 2.70937 -3.34287 -3.73647 0.008 -0.013 -0.006 0.44
H 5.16424 -3.44578 -3.65883 0.000 -0.005 0.004 0.47
H 6.41303 -2.20358 -1.92839 0.001 -0.002 -0.004 0.41
H 5.19072 -0.85262 -0.24993 -0.005 -0.001 -0.023 0.49
H 2.73211 -0.75803 -0.31396 0.024 -0.003 0.010 -0.64
H 1.22957 -4.83081 -2.13432 0.031 -0.004 -0.017 0.48
H 0.37622 -6.84042 -3.27485 0.008 0.003 -0.004 0.46
H -1.55318 -6.67792 -4.80598 -0.005 -0.002 0.005 0.44
H -2.64768 -4.49344 -5.19130 0.002 -0.007 -0.001 0.45
H -1.81566 -2.47917 -4.05507 0.011 -0.017 -0.035 0.35
H -2.14876 2.99959 -0.25176 0.010 -0.002 0.000 -0.12
H -3.78495 4.74068 -0.77594 0.000 -0.005 -0.002 0.52
H -3.43950 6.22322 -2.72942 -0.003 -0.004 -0.010 0.45
H -1.44875 5.91132 -4.16481 0.008 0.007 0.007 0.47
H 0.17235 4.16292 -3.67060 0.009 -0.011 0.000 0.46
H 3.40075 1.36993 -0.31763 0.008 0.010 0.005 0.60
H 5.34805 2.69830 0.36571 -0.002 0.000 0.000 0.51
H 5.31412 5.16082 0.13523 0.000 0.003 -0.004 0.43
H 3.31471 6.28525 -0.78348 0.000 0.002 -0.001 0.46
H 1.33854 4.97469 -1.42664 0.001 0.005 -0.008 0.45
N -3.58831 -2.11759 -0.63982 -0.016 0.078 -0.014 -0.17
C -4.14534 -3.30468 -0.91801 0.010 -0.021 0.006 -0.53
C -3.14144 -4.24467 -0.88021 0.031 -0.004 -0.014 -1.56
C -1.99458 -3.51747 -0.56737 -0.095 -0.034 -0.023 -0.77
N -2.25727 -2.21689 -0.41912 0.196 -0.153 0.208 1.41
H -4.05533 -1.22731 -0.56605 -0.010 -0.006 0.009 -0.05
H -5.19938 -3.39460 -1.12096 -0.003 0.028 -0.005 0.60
H -3.21736 -5.30104 -1.06618 -0.014 0.001 0.003 0.52
H -0.99961 -3.89890 -0.42148 0.015 0.037 0.003 0.96
C -1.85379 4.19902 2.19802 0.084 -0.067 -0.051 -1.26
S -0.34305 3.27547 1.85601 0.194 0.040 0.163 0.56
C 0.86076 4.61373 2.01534 -0.102 -0.023 0.010 -1.24
H -1.97498 4.99126 1.46078 -0.025 0.001 0.004 0.46
H -1.81040 4.61768 3.20152 -0.041 0.005 0.003 0.51
H -2.69107 3.50527 2.13242 -0.017 0.013 0.000 0.15
H 0.85996 4.99330 3.03525 0.016 0.016 -0.003 0.55
H 0.61966 5.41186 1.31495 0.027 0.008 0.010 0.32
H 1.84658 4.22148 1.76952 -0.004 -0.017 0.015 0.13
```
Forces are in eV/Å.

Kohn-Sham gap in eV: 7.49
Net charge: +2

(2)
DFT (ωB97M-V/def2-TZVPD) results for a single C4H7Cl molecule.

```
12
Properties=species:S:1:pos:R:3:forces:R:3:mulliken_charge:R:1
C -1.40642 0.79906 -0.04442 1.252 -0.514 -0.931 -0.46
C 0.08805 0.39777 -0.15536 0.608 2.296 1.668 -0.06
C 0.77538 -0.59159 0.70405 -1.695 -3.361 3.030 -0.46
C 0.99853 -0.60541 -0.75257 1.992 -1.584 -2.281 -0.49
H -1.62682 1.27535 0.89732 0.364 0.032 0.390 0.29
H -1.64693 1.54302 -0.81754 -0.237 -0.669 -0.037 0.33
H 0.78569 1.22171 -0.01115 -1.137 1.133 -0.381 0.24
H 1.56769 -0.35763 1.42798 -0.150 0.406 -0.738 0.20
H 0.14639 -1.40339 1.23607 0.718 1.210 -1.425 0.18
H 0.72728 -1.41893 -1.51932 0.181 1.187 1.737 0.24
H 2.07935 -0.22747 -0.87956 -1.968 -0.384 -0.724 0.19
Cl -2.48819 -0.63246 -0.08553 0.072 0.248 -0.309 -0.21
```
Forces are in eV/Å.

Kohn-Sham gap in eV: 11.41

E_LUMO values (in eV) by entry order: -5.597; 1.022.
Max |F| values (in eV/A) by entry order: 0.975; 4.832.
DFT total energy values (in Ha) by entry order: -3588.720308; -616.730018.